## one
22
Properties=species:S:1:pos:R:3 method="wB97M-V/def2-TZVPD" charge=0 gap_ev=9.6 lumo_ev=0.6612 e_homo_ha=-0.3270
H -1.29300 -2.26638 2.95862
N -0.67483 -1.45693 2.92563
C -0.41894 -0.97910 1.77813
N -1.01756 -1.25217 0.58905
C -0.76986 -0.57590 -0.66874
C -1.20147 0.89075 -0.68553
C -0.33847 1.85575 0.16211
C 1.15854 1.80510 -0.07459
H 0.30431 -0.17328 1.71274
H -1.66903 -2.01748 0.49150
H -1.30333 -1.07010 -1.46949
H 0.29496 -0.52691 -0.92381
H -1.23669 1.29642 -1.68932
H -2.16334 0.90661 -0.16535
H -0.76602 2.83496 -0.08527
H -0.54981 1.75887 1.23248
H 1.65943 1.10803 0.62023
H 1.45800 1.55390 -1.09315
H 1.69442 2.69343 0.29334
O 2.48805 -2.10041 -2.24715
H 1.54948 -2.28484 -2.31640
H 2.79518 -2.00032 -1.34503

---

## two
22
Properties=species:S:1:pos:R:3 method="wB97M-V/def2-TZVPD" charge=0 gap_ev=9.8 lumo_ev=0.8713 e_homo_ha=-0.3290 smiles="C[C@](N)([NH3+])[O-].C=CC"
C -1.37038 1.33675 0.17114
C -1.66214 -0.13656 -0.07247
N -1.20503 -0.59609 -1.33826
N -3.44005 -0.33203 -0.08379
O -1.51461 -0.97768 0.93570
H -1.81477 1.65055 1.11550
H -0.29021 1.46644 0.24587
H -1.75721 1.95983 -0.63804
H -0.77737 -1.50717 -1.26324
H -0.75815 0.09334 -1.92263
H -2.98653 -1.00996 0.74604
H -3.98796 0.46954 0.21261
H -3.80719 -0.76517 -0.92491
C 1.82112 -0.47818 1.23888
C 2.37852 -0.35384 0.04139
C 3.77833 0.11062 -0.22200
H 0.79094 -0.78877 1.36145
H 2.37587 -0.22936 2.13727
H 1.79201 -0.60585 -0.83874
H 3.78363 1.00038 -0.85846
H 4.29924 0.35009 0.70602
H 4.35195 -0.65691 -0.74932

---

## three
22
Properties=species:S:1:pos:R:3 method="wB97M-V/def2-TZVPD" charge=0 gap_ev=9.7 lumo_ev=0.9463 e_homo_ha=-0.3213 smiles=CC[C@@H](N)CNCO
C 1.75209 -0.45352 1.20343
C 1.15646 0.96775 1.13644
C 0.62168 1.06740 -0.31546
N 1.78862 1.33722 -1.34829
C -0.50521 0.14965 -0.94766
N -1.62631 -0.03912 -0.05097
C -2.19974 -1.31808 0.35615
O -3.14549 -1.73804 -0.54531
H 2.73400 -0.37859 1.17955
H 1.63645 -1.13609 2.02691
H 1.53190 -1.01775 0.27559
H 1.93135 1.81641 1.30783
H 0.36853 0.88832 1.87607
H 0.00302 2.06713 -0.24897
H 1.63042 0.99027 -2.29035
H 2.64986 0.78300 -1.08522
H -0.06770 -0.94781 -1.11212
H -0.67900 0.52571 -1.93276
H -2.00184 0.84991 0.30885
H -1.43151 -2.06367 0.27707
H -2.92932 -1.17905 1.25024
H -3.21828 -1.17102 -1.32103

---

Which structure is most stable? one, by 1.137 eV over the runner-up.

---

## one
22
Properties=species:S:1:pos:R:3 method="wB97M-V/def2-TZVPD" charge=0 gap_ev=8.6 lumo_ev=0.7960 e_homo_ha=-0.2864
C -0.27724 -0.38371 -1.37010
C 0.57655 -1.65137 -1.33978
N -1.71231 -0.65343 -1.32067
H -1.92062 -1.14839 -0.45655
H -1.99204 -1.27594 -2.07549
H -0.09186 0.16755 -2.30272
H 0.45002 0.48589 -0.56755
H 1.63260 -1.43135 -1.51874
H 0.48534 -2.12359 -0.35757
H 0.26216 -2.37701 -2.09783
C 2.05363 0.43260 1.27418
C -1.60263 1.39872 0.96543
N 0.85151 1.03783 0.70364
C -0.47525 0.40871 1.07280
O -0.51270 -0.66495 1.62878
H 0.85058 2.05114 0.75485
H 2.20930 0.73714 2.30944
H 1.93700 -0.64721 1.23148
H 2.91912 0.70749 0.66980
H -1.50780 2.12933 1.77274
H -2.55347 0.87615 1.01201
H -1.58189 1.92442 0.01185

---

## two
22
Properties=species:S:1:pos:R:3 method="wB97M-V/def2-TZVPD" charge=0 gap_ev=9.0 lumo_ev=0.8396 e_homo_ha=-0.3002 smiles=C[C@H](O)N(C)[C@@H](C)N
C 1.09348 -1.20730 -1.99633
C 1.17285 -0.17868 -0.89153
O 2.23090 -0.45649 -0.02494
N -0.51780 -0.13005 -0.27665
C -1.20971 1.04054 -0.80634
C -0.28474 -0.19904 1.08094
C 0.25514 0.95530 1.89971
N -1.91200 -0.52732 1.62962
H 0.30366 -0.96680 -2.70988
H 2.04541 -1.27280 -2.53853
H 0.88792 -2.20302 -1.58549
H 1.33402 0.83526 -1.26128
H 2.21607 -1.40525 0.17232
H -2.28530 0.85074 -0.83487
H -0.90652 1.21018 -1.84662
H -1.03268 1.97553 -0.26784
H 0.19310 -1.13753 1.37018
H -0.16083 1.92246 1.61353
H 1.34405 1.00948 1.81827
H 0.00968 0.78810 2.95235
H -2.29169 -1.21190 0.97627
H -2.48504 0.30859 1.52712

---

## three
22
Properties=species:S:1:pos:R:3 method="wB97M-V/def2-TZVPD" charge=0 gap_ev=9.8 lumo_ev=0.8328 e_homo_ha=-0.3282 smiles=CCNC[C@@H](N)CO
C -0.65764 2.26509 -2.38515
C -1.13848 1.00984 -1.64086
N -0.38615 0.84154 -0.39610
C -0.75414 -0.34815 0.35299
C 0.28662 -0.67458 1.41690
N -0.20764 -1.82300 2.17158
C 1.68185 -0.83490 0.77391
O 2.28525 -2.10366 0.98587
H -0.24865 2.04229 -3.36198
H -1.50940 2.92052 -2.57458
H 0.02114 2.80957 -1.74359
H -1.00353 0.08881 -2.20671
H -2.21508 1.12274 -1.42776
H -0.55544 1.64813 0.19337
H -0.74930 -1.18843 -0.35504
H -1.73874 -0.27906 0.84228
H 0.33700 0.14959 2.13645
H 0.45142 -2.10031 2.88792
H -0.32029 -2.62754 1.56630
H 1.60248 -0.70334 -0.30635
H 2.31273 -0.02716 1.15406
H 2.50601 -2.18799 1.91649

---

## four
22
Properties=species:S:1:pos:R:3 method="wB97M-V/def2-TZVPD" charge=0 gap_ev=9.8 lumo_ev=0.8372 e_homo_ha=-0.3303 smiles="[H]/N=C/NC.CCCO"
H -0.35098 -3.13542 1.91342
N -0.82064 -2.23361 1.93405
C 0.04708 -1.37918 2.33611
N -0.06066 -0.04168 2.11753
C 0.86684 0.86597 2.74485
H 0.96963 -1.68264 2.83105
H -0.98571 0.26029 1.84918
H 0.91556 1.80973 2.19398
H 0.67095 1.11782 3.78892
H 1.87619 0.46102 2.65447
C 0.73621 -0.52293 -1.19065
C 0.27123 0.23099 -2.44302
C -1.07979 0.81403 -2.17394
O -1.52437 1.48927 -3.38131
H -0.08705 -1.13964 -0.80762
H 1.62902 -1.11539 -1.35389
H 0.86944 0.17232 -0.35737
H 0.27088 -0.45334 -3.29641
H 1.01839 0.97015 -2.74231
H -1.07409 1.59085 -1.40978
H -1.78688 0.00972 -1.97236
H -2.37127 1.91168 -3.23488

---

Which structure is most stable? three, by 0.166 eV over the runner-up.